# 1
The following is a DFT calculation (ωB97M-V/def2-TZVPD) of 4 unconnected molecules or ions with the total composition C21H31F9N4O12 in a non-equilibrium geometry.

Element x y z (Å)
H -0.1256 -2.0166 2.6081
N 0.7310 -2.5663 2.5337
C 1.7210 -1.8918 2.9611
N 3.0432 -2.4705 2.9428
N 1.6842 -0.5506 3.4474
C 1.6518 0.5014 2.4105
C 0.5582 1.5582 2.5905
C -0.7929 1.2167 1.9191
C -1.7017 0.4682 2.9104
C -2.8777 -0.3729 2.3549
C -3.0725 -0.3407 0.8371
O -3.6658 -1.5642 0.3861
N -2.7925 -2.2169 -0.5605
O -2.4632 -3.2556 -0.1714
O -2.6325 -1.7569 2.7179
C -3.4571 -2.0709 3.7438
O -3.2010 -2.7686 4.6724
O -4.6294 -1.3994 3.5276
C -4.1728 -0.0739 3.1649
O -5.1444 0.5549 2.4139
H 3.2559 -2.6826 1.9737
H 2.9811 -3.3568 3.4318
H 0.9711 -0.4316 4.1514
H 2.6150 1.0130 2.4234
H 1.5398 0.0401 1.4250
H 0.9525 2.4833 2.1638
H 0.3721 1.7396 3.6553
H -1.2772 2.1610 1.6757
H -0.5581 0.6400 1.0271
H -1.1059 -0.1925 3.5417
H -2.1112 1.2287 3.5817
H -2.1230 -0.2104 0.3249
H -3.7631 0.4518 0.5485
H -3.9816 0.4061 4.1300
H -5.9896 0.3978 2.8530
C -1.7640 -5.8328 -2.3150
C -0.3721 -5.2968 -2.5552
O 0.1181 -5.6629 -3.8644
C -0.2974 -4.9136 -4.8706
O -1.0256 -3.9682 -4.8198
C 0.3452 -5.4108 -6.1822
F 0.2848 -6.7415 -6.2810
F 1.6336 -5.0466 -6.2211
F -0.2717 -4.8827 -7.2327
H -1.7913 -6.9126 -2.4645
H -2.0736 -5.6101 -1.2959
H -2.4824 -5.3837 -3.0004
H 0.3363 -5.7341 -1.8558
H -0.3327 -4.2147 -2.4389
C -3.8456 4.2017 -3.6328
C -3.3461 5.4519 -2.9442
O -2.7724 5.1465 -1.6538
C -1.5279 4.7016 -1.6632
O -0.8241 4.5283 -2.6115
C -1.0571 4.4593 -0.2148
F -1.9924 3.8128 0.4967
F -0.8103 5.6246 0.3928
F 0.0558 3.7357 -0.2002
H -4.5519 3.6712 -2.9939
H -4.3446 4.4642 -4.5647
H -3.0240 3.5239 -3.8612
H -4.1669 6.1328 -2.7323
H -2.6146 5.9835 -3.5511
C 6.3418 3.9739 0.3440
C 6.0651 3.0545 -0.8245
O 6.2688 1.6718 -0.4639
C 5.2734 1.0875 0.1803
O 4.2282 1.5772 0.4898
C 5.6293 -0.3882 0.4530
F 6.8780 -0.5097 0.9091
F 5.5325 -1.0912 -0.6850
F 4.8008 -0.9171 1.3445
H 7.3454 3.8028 0.7336
H 6.2603 5.0131 0.0276
H 5.6337 3.8032 1.1539
H 6.7641 3.2389 -1.6367
H 5.0557 3.1855 -1.2118

Computed properties:
lowest unoccupied orbital energy: -0.0064 Eh
spin multiplicity: 1
HOMO-LUMO gap: 8.54 eV
E: -2839.42040 a.u.
E_HOMO: -8.72 eV

# 2
The following is a DFT calculation (ωB97M-V/def2-TZVPD) of a molecular structure, C21H31GdO3 in a non-equilibrium geometry.

Element x y z (Å)
O 0.1423 0.0086 -4.2515
C 0.0900 1.3398 -4.8857
C -0.1091 0.7577 -6.2872
H 1.0449 1.8675 -4.7516
H -0.7540 1.9408 -4.5235
C 0.0345 -0.6087 -5.5651
H 0.6940 0.9651 -6.9953
H -1.0952 0.9133 -6.7252
C 1.3145 -1.2805 -6.0073
H 2.1500 -0.5723 -5.9857
H 1.1897 -1.6385 -7.0381
H 1.5492 -2.1422 -5.3793
C -1.1707 -1.5065 -5.7202
H -2.0955 -0.9869 -5.4491
H -1.0577 -2.4105 -5.1161
H -1.2398 -1.8152 -6.7729
Gd -0.2012 -0.2456 2.9731
C -2.2559 -0.7552 4.5525
C -1.9652 0.6339 4.7116
C -2.2588 1.2949 3.4793
H -1.6584 1.1187 5.6360
C -2.6873 0.2971 2.5378
C -2.6878 -0.9666 3.2099
H -3.0432 -1.9106 2.7911
H -2.1992 -1.4997 5.3422
H -2.2313 2.3721 3.3146
H -3.0236 0.4836 1.5170
C 0.8818 -1.7962 4.8018
C 0.1552 -2.6495 3.9182
C 0.7607 -2.5819 2.6264
H -0.6808 -3.2869 4.1924
C 1.8748 -1.6830 2.7077
C 1.9340 -1.1839 4.0526
H 2.7013 -0.5260 4.4585
H 0.7164 -1.6759 5.8718
H 0.4875 -3.1840 1.7603
H 2.5786 -1.4522 1.9074
O 0.1762 0.4578 0.7363
C -0.2318 -0.4702 -0.3336
C -0.4953 0.4037 -1.5442
H -1.1196 -1.0363 -0.0068
H 0.5964 -1.1767 -0.4978
C 0.2852 1.6981 -1.3133
H -1.5692 0.6161 -1.6106
H -0.1796 -0.1055 -2.4484
C 0.3370 1.8365 0.2032
H -0.1920 2.5583 -1.7902
H 1.3030 1.5889 -1.7090
H -0.4958 2.4388 0.6000
H 1.2809 2.2408 0.5921
C 2.4493 2.2797 3.7650
C 1.1718 1.7809 4.3361
O 0.5330 2.0971 5.2915
H 2.6668 1.6933 2.8576
H 3.2662 2.1267 4.4919
H 2.3327 3.3377 3.4722

Computed properties:
lowest unoccupied orbital energy (spin up / spin down): 0.0109 / 0.0109 Eh
expectation value of S²: 16.185
spin multiplicity: 8
HOMO-LUMO gap (spin up / spin down): 6.24 / 6.84 eV
E: -1810.04144 a.u.
ΔE to the lowest compared entry with this formula, charge and spin: 0.0 kJ/mol
E_HOMO (spin up / spin down): -5.95 / -6.54 eV

# 3
The following is a DFT calculation (ωB97M-V/def2-TZVPD) of a molecular structure, C21H31GeMnN4OSSbSe5.

Element x y z (Å)
Mn 0.8826 -0.4577 1.0398
N 2.1824 1.8421 4.3583
C 1.5810 1.3691 3.2491
S 0.6959 -0.1332 3.3604
N 1.6653 2.1099 2.1734
N 1.0944 1.5027 1.0932
C 0.7593 2.2144 0.0747
C 0.9195 3.6812 -0.0167
C -0.1902 4.4889 -0.2452
C -0.0474 5.8662 -0.3332
C 1.2089 6.4386 -0.2022
C 2.3181 5.6338 0.0261
C 2.1776 4.2600 0.1257
C 0.1940 1.4088 -1.0218
C -0.2116 1.9398 -2.2399
C -0.7089 1.0920 -3.2095
C -0.8067 -0.2657 -2.9341
C -0.3834 -0.7179 -1.7005
N 0.1176 0.0887 -0.7656
H 2.2710 1.2393 5.1547
H 2.8098 2.6230 4.2566
H -1.1734 4.0414 -0.3405
H -0.9160 6.4893 -0.5014
H 1.3237 7.5123 -0.2757
H 3.3002 6.0757 0.1306
H 3.0422 3.6373 0.3167
H -0.1016 2.9996 -2.4156
H -1.0122 1.4813 -4.1721
H -1.1927 -0.9663 -3.6601
H -0.4411 -1.7664 -1.4370
C 1.4706 -3.4593 1.8947
O 1.0517 -2.5213 0.8903
C 1.9826 -1.7463 0.1680
C 2.3359 -2.2203 -1.2067
H 2.0892 -2.9693 2.6460
H 2.0164 -4.2738 1.4191
H 0.5583 -3.8305 2.3549
H 1.5400 -2.8537 -1.6021
H 3.2594 -2.8034 -1.1950
H 2.4857 -1.3682 -1.8719
C -2.9246 -3.2139 -2.5630
Ge -3.1702 -3.1820 -0.6233
C -1.7879 -4.2678 0.2231
C -4.9332 -3.8722 -0.1637
C -3.0817 -1.3141 0.0104
Se -1.9051 -1.0809 1.5399
C -2.3886 0.7667 1.8991
H -3.4097 -4.0958 -2.9818
H -1.8665 -3.2562 -2.8246
H -3.3639 -2.3302 -3.0267
H -1.8693 -5.2985 -0.1238
H -1.9033 -4.2602 1.3076
H -0.7931 -3.8951 -0.0229
H -5.0479 -4.8939 -0.5262
H -5.7152 -3.2577 -0.6106
H -5.0715 -3.8726 0.9178
H -4.0824 -1.0225 0.3318
H -2.7687 -0.6396 -0.7866
H -3.4374 0.8239 2.1801
H -2.1999 1.3652 1.0083
H -1.7547 1.1049 2.7144
Se 5.6869 2.0490 1.3058
Sb 4.6698 0.6755 -0.3375
Se 3.3270 -0.9639 1.2956
Se 6.2743 -1.0343 -1.2768
Se 3.3689 1.2844 -2.2516

Computed properties:
lowest unoccupied orbital energy (spin up / spin down): -0.0247 / -0.0709 Eh
expectation value of S²: 0.890
spin multiplicity: 2
HOMO-LUMO gap (spin up / spin down): 7.04 / 5.77 eV
E: -16986.56430 a.u.
E_HOMO (spin up / spin down): -7.72 / -7.70 eV

# 4
The following is a DFT calculation (ωB97M-V/def2-TZVPD) of a molecular structure, C21H31N2O4RuSbSe4Si3.

Element x y z (Å)
Ru 0.4671 0.2783 0.8715
O 0.8880 0.5596 5.1056
C 1.0446 0.4691 3.8977
O 0.2787 -0.0972 3.0379
C 2.2718 1.0879 3.2397
C 3.5598 1.0838 3.7472
C 4.5718 1.5873 2.9410
C 4.2807 2.1145 1.6908
C 2.9651 2.0750 1.2604
N 2.0133 1.5622 2.0287
C 2.4834 2.4589 -0.1290
O 3.1189 3.2761 -0.7818
O 1.4123 1.8453 -0.4683
H 3.7514 0.6633 4.7236
H 5.6003 1.5441 3.2782
H 5.0406 2.5098 1.0322
C 1.5972 -0.0460 -2.8267
Si -0.2028 0.1818 -2.3667
C -1.1836 -0.6841 -3.7355
C -0.7236 1.9911 -2.5204
C -0.6961 -0.6066 -0.7038
Si -0.6853 -2.4980 -0.6612
C -2.2556 -3.1822 -1.4707
C 0.7174 -3.1958 -1.6863
C -0.6917 -3.1961 1.0844
Si -2.4033 -0.0521 -0.1726
C -3.0267 -0.9529 1.3482
C -3.7961 0.0422 -1.4306
C -2.2284 1.7013 0.5005
C -3.1828 2.7111 0.4877
C -2.9305 3.9020 1.1468
C -1.7277 4.0581 1.8154
C -0.8128 3.0226 1.7869
N -1.0607 1.8819 1.1411
H 1.9610 0.8774 -3.2825
H 1.7120 -0.8627 -3.5441
H 2.2428 -0.2501 -1.9754
H -0.9501 -0.1878 -4.6829
H -2.2628 -0.6203 -3.5880
H -0.9119 -1.7364 -3.8439
H 0.1191 2.5677 -2.9063
H -0.9941 2.4593 -1.5765
H -1.5640 2.0915 -3.2130
H -2.3600 -2.8700 -2.5113
H -3.1720 -2.9135 -0.9417
H -2.1838 -4.2747 -1.4578
H 0.3753 -3.3920 -2.7068
H 1.0570 -4.1458 -1.2642
H 1.5916 -2.5521 -1.7652
H -1.6315 -3.7248 1.2677
H -0.5705 -2.4537 1.8743
H 0.1267 -3.9122 1.1936
H -3.2157 -2.0124 1.1774
H -3.9660 -0.4856 1.6596
H -2.3161 -0.8667 2.1743
H -3.9157 -0.8989 -1.9694
H -3.6043 0.8269 -2.1660
H -4.7439 0.2584 -0.9309
H -4.1152 2.5597 -0.0410
H -3.6619 4.7008 1.1428
H -1.4883 4.9672 2.3487
H 0.1485 3.0881 2.2759
Se 4.9175 -2.7665 -1.8782
Sb 4.1129 -3.0271 0.3475
Se 5.5696 -2.2524 2.0685
Se 3.0547 -5.1162 0.8164
Se 2.1845 -1.1717 0.6868

Computed properties:
lowest unoccupied orbital energy (spin up / spin down): 0.0279 / -0.0406 Eh
expectation value of S²: 8.809
spin multiplicity: 6
HOMO-LUMO gap (spin up / spin down): 6.29 / 4.32 eV
charge: -1
E: -12038.83780 a.u.
ΔE to the lowest compared entry with this formula, charge and spin: 102.9 kJ/mol
E_HOMO (spin up / spin down): -5.54 / -5.43 eV

# 5
The following is a DFT calculation (ωB97M-V/def2-TZVPD) of a molecular structure, C21H31N3O3 in a non-equilibrium geometry.

Element x y z (Å)
C 7.8770 3.1049 0.0662
C 6.4763 2.8711 0.0290
O 6.2500 1.5839 -0.1267
C 4.8615 1.0060 -0.1153
C 3.6976 1.6522 -0.1036
C 2.3549 1.1735 0.0998
C 2.1620 -0.2390 0.0756
C 3.3706 -0.8836 -0.3536
C 4.5945 -0.3158 -0.3248
H 5.5683 -0.9984 -0.3472
H 3.2348 -1.7764 -0.3268
N 0.9075 -0.6633 -0.1976
C -0.2149 -0.3817 -0.1505
O -0.4008 1.0889 0.0723
N -1.2994 -1.1051 -0.1970
C -1.2435 -2.5672 0.0493
H -2.1589 -3.0755 0.0611
C -0.6150 -3.1936 -1.2874
C 0.1549 -4.3448 -0.9683
H 0.7724 -4.7755 -1.4822
H -0.7707 -5.2178 -0.8917
C 0.5193 -4.0306 0.6261
H 0.7590 -4.9054 1.1353
H 1.5599 -3.6183 0.5341
C -0.3647 -2.9758 0.8571
H 0.2099 -2.3532 1.6837
H -1.0309 -3.8660 1.7611
H -1.3145 -3.1352 -2.1508
H 0.0906 -2.5177 -1.6989
C -2.6025 -0.5550 -0.0062
C -2.8791 0.5070 -1.3481
H -3.7206 -0.0530 -2.0352
C -3.2508 1.8468 -0.8499
N -4.4419 1.6377 0.0048
C -5.5655 2.4081 -0.2695
O -5.5625 3.3853 -1.2237
C -6.6578 2.3483 0.5288
H -7.0170 1.3278 1.0369
H -6.4079 2.7259 1.7074
H -7.6215 3.0846 0.4380
C -4.2435 0.7909 1.3195
H -4.6536 1.4870 2.3296
C -3.0412 0.1838 1.2601
H -2.9657 -0.6195 2.0905
H -2.2882 1.0468 1.3280
H -4.9268 0.0125 1.0610
H -2.3470 2.1809 -0.3434
H -3.4493 2.2548 -1.6964
H -1.9645 0.5472 -2.0136
H -3.4589 -1.2957 -0.0904
H 1.1053 -1.7099 -0.2349
H 1.5646 1.9297 0.1009
H 3.9390 2.9609 0.0593
H 5.9849 3.1587 1.0870
H 5.9475 3.3577 -0.6690
H 8.2651 2.8394 -0.7538
H 8.0228 4.1025 0.0111
H 8.2289 2.5683 0.8434

Computed properties:
lowest unoccupied orbital energy: 0.0037 Eh
spin multiplicity: 1
HOMO-LUMO gap: 8.59 eV
E: -1208.07156 a.u.
ΔE to the lowest compared entry with this formula, charge and spin: 2129.0 kJ/mol
E_HOMO: -8.49 eV

# 6
The following is a DFT calculation (ωB97M-V/def2-TZVPD) of C21H31N3O3 in the gas phase in a non-equilibrium geometry.

Element x y z (Å)
C -4.7967 -3.3412 0.6837
C -5.5858 -2.0424 0.5996
O -4.8256 -0.8925 0.9769
C -3.8470 -0.5223 0.1116
C -2.5025 -0.8872 0.0010
C -1.6324 -1.7577 0.6799
C -0.3346 -1.8283 0.2631
C 0.1399 -1.0619 -0.8321
C 1.5584 -1.1757 -1.2899
O 1.8717 -1.1448 -2.4641
N 2.4598 -1.3046 -0.2884
C 3.8846 -1.4062 -0.5160
C 4.4331 -2.6343 0.2088
C 4.6213 -0.1043 -0.1375
C 4.4328 0.3011 1.3262
C 5.2301 1.5664 1.6343
C 4.7944 2.7109 0.7253
C 4.9598 2.3151 -0.7384
C 4.1699 1.0458 -1.0407
C -0.6918 -0.2150 -1.5214
C -2.0246 -0.1042 -1.1000
N -3.0022 0.6653 -1.5888
N -4.0754 0.3969 -0.8553
C -5.3037 1.1112 -1.0895
C -5.6819 2.0493 0.0751
O -5.0872 3.3160 0.0139
C -3.6994 3.3332 0.2694
H -4.4039 -3.4761 1.6883
H -3.9680 -3.3332 -0.0208
H -5.4501 -4.1763 0.4461
H -5.9816 -1.9116 -0.4163
H -6.4189 -2.0521 1.3059
H -1.9890 -2.3481 1.5104
H 0.3431 -2.5111 0.7558
H 2.1483 -1.2611 0.6682
H 3.9934 -1.5500 -1.5973
H 5.5038 -2.7199 0.0462
H 3.9524 -3.5329 -0.1705
H 4.2475 -2.5721 1.2789
H 5.6889 -0.2805 -0.3106
H 4.7617 -0.5008 1.9899
H 3.3753 0.4963 1.5204
H 5.0881 1.8461 2.6808
H 6.2941 1.3689 1.4832
H 5.3853 3.6035 0.9413
H 3.7458 2.9486 0.9193
H 4.6177 3.1256 -1.3847
H 6.0180 2.1430 -0.9495
H 3.1057 1.2342 -0.8821
H 4.2996 0.7647 -2.0872
H -0.3276 0.3522 -2.3625
H -6.1144 0.3930 -1.2390
H -5.1596 1.6952 -2.0005
H -6.7566 2.2421 0.0312
H -5.4464 1.5507 1.0272
H -3.1282 2.8811 -0.5467
H -3.4231 4.3816 0.3625
H -3.4662 2.8106 1.2052

Computed properties:
lowest unoccupied orbital energy: 0.0159 Eh
spin multiplicity: 1
HOMO-LUMO gap: 8.48 eV
E: -1208.79172 a.u.
ΔE to the lowest compared entry with this formula, charge and spin: 238.3 kJ/mol
E_HOMO: -8.04 eV

# 7
The following is a DFT calculation (ωB97M-V/def2-TZVPD) of C21H31N3O3 in the gas phase.

Element x y z (Å)
C 1.8413 -0.2680 6.2032
O 1.4149 -1.5077 6.7165
C 1.2969 -2.5585 5.8609
C 0.8420 -3.7537 6.4251
C 0.6826 -4.8778 5.6402
C 0.9708 -4.8293 4.2887
C 1.4261 -3.6434 3.7144
C 1.7238 -3.6494 2.2655
O 1.6928 -4.6685 1.6089
C 2.1110 -2.3327 1.6021
N 1.1867 -1.2555 1.9101
C 1.6061 0.0377 1.4029
C 1.4407 0.1938 -0.1135
C -0.0171 -0.0791 -0.4991
N -0.2300 0.0186 -1.9272
C -0.6867 1.1823 -2.4935
O -1.1017 2.1085 -1.8270
N -0.6234 1.1810 -3.8605
C -1.2574 2.2045 -4.6833
C -0.6290 3.5742 -4.4207
C -1.2612 4.6282 -5.3234
C -2.7680 4.6908 -5.0948
C -3.4000 3.3270 -5.3535
C -2.7703 2.2695 -4.4531
C -0.4368 -1.4550 0.0172
C -0.1851 -1.5374 1.5278
C 1.5947 -2.5073 4.5062
H 1.1651 0.0984 5.4246
H 2.8582 -0.3279 5.8024
H 1.8280 0.4193 7.0476
H 0.6201 -3.7695 7.4806
H 0.3302 -5.7958 6.0858
H 0.8503 -5.6971 3.6589
H 2.2125 -2.5400 0.5251
H 3.1004 -2.0514 1.9809
H 2.6486 0.2030 1.6877
H 0.9914 0.7933 1.9029
H 1.7172 1.2058 -0.4120
H 2.0971 -0.5070 -0.6360
H -0.6540 0.6944 -0.0558
H 0.2735 -0.6389 -2.5018
H -0.4640 0.2924 -4.3067
H -1.0640 1.9214 -5.7254
H -0.7913 3.8318 -3.3746
H 0.4474 3.5180 -4.5966
H -1.0624 4.3812 -6.3698
H -0.8122 5.6019 -5.1189
H -3.2152 5.4399 -5.7519
H -2.9623 4.9864 -4.0622
H -3.2512 3.0501 -6.4008
H -4.4752 3.3722 -5.1694
H -3.2148 1.2903 -4.6501
H -2.9456 2.5203 -3.4065
H -1.4939 -1.6254 -0.1879
H 0.1352 -2.2322 -0.4951
H -0.4495 -2.5297 1.9003
H -0.8176 -0.8027 2.0361
H 1.9346 -1.5956 4.0488

Computed properties:
lowest unoccupied orbital energy: 0.0099 Eh
spin multiplicity: 1
HOMO-LUMO gap: 8.83 eV
E: -1208.83138 a.u.
ΔE to the lowest compared entry with this formula, charge and spin: 134.1 kJ/mol
E_HOMO: -8.55 eV